Entry 1:
A 11-piece molecular cluster, C54H59N7O18 overall. Source: OMol25; level of theory: ωB97M-V with the def2-TZVPD basis set.

The value obtained for the HOMO energy is -9.693 eV. Its calculated total energy is -3829.9152 a.u. The SMILES is O=[N+]([O-])c1ccccc1.O=[N+]([O-])c1ccccc1.O=[N+]([O-])c1ccccc1.O=[N+]([O-])c1ccccc1.O=[N+]([O-])c1ccccc1.O=[N+]([O-])c1ccccc1.O=[N+]([O-])c1ccccc1.CC(C)=O.CC(C)=O.CC(C)=O.CC(C)=O. For the molar mass, the calculation gives 1094.1 Da. The gap between HOMO and LUMO is 9.060 eV. For the energy above the lowest of the compared OMol25 structures with the same formula, charge and spin, the calculation gives 0.0 kcal/mol.

Geometry as XYZ:
```
138
C54H59N7O18, DFT ωB97M-V with the def2-TZVPD basis set
O 25.0378 -0.2333 -23.3535
O 38.1502 -5.0040 -24.4269
O 21.7600 -9.5384 -16.1110
O 26.3569 -7.2849 -28.2008
O 20.9767 0.6730 -34.4270
O 34.1893 -10.5005 -29.3702
O 21.6918 -10.0847 -36.1909
O 21.0682 2.5473 -33.4387
O 13.2452 -2.4808 -28.1559
O 32.1358 -1.4383 -30.1787
O 37.1401 -4.6942 -26.3022
O 21.1243 -8.3466 -37.3004
O 21.9355 -7.5660 -16.8903
O 12.9869 -4.5910 -28.4916
O 33.5518 -7.8331 -38.1056
O 35.5026 -10.6891 -27.6389
O 31.5871 -2.6450 -31.8829
O 27.7905 -9.7977 -18.1262
N 32.3867 -1.9320 -31.2364
N 21.7832 -8.7755 -17.0549
N 21.2157 -9.5550 -37.2002
N 34.5107 -10.9977 -28.3341
N 21.3944 1.4023 -33.5430
N 13.6715 -3.6011 -28.2926
N 37.1189 -5.0020 -25.1276
C 32.7857 -13.1679 -25.7623
C 23.8875 -0.4273 -30.6063
C 35.7758 -0.3496 -31.8271
C 20.8750 -10.3643 -38.3932
C 27.2868 -11.9694 -17.1999
C 19.9228 -10.4935 -40.5612
C 16.0044 -2.6456 -28.0477
C 35.7646 -5.8368 -23.1462
C 33.6373 -12.0245 -27.7027
C 34.3595 -2.7353 -32.4558
C 34.5363 -6.2479 -22.6010
C 27.3785 -11.5464 -19.7109
C 15.6256 -5.1098 -28.2123
C 32.1822 -13.9465 -27.9886
C 32.9707 -12.9682 -28.5247
C 33.1685 -8.9852 -38.1717
C 20.1840 -9.7667 -39.4094
C 21.1398 -12.3676 -39.7344
C 33.7432 -9.9647 -39.1352
C 27.1142 -1.4638 -22.9935
C 22.5575 1.4354 -31.2672
C 26.6569 -8.3937 -28.6607
C 32.0028 -13.9315 -26.6095
C 17.0005 -5.2390 -28.1172
C 20.4662 -10.1107 -20.8912
C 27.5872 -11.0129 -18.3331
C 21.4029 -9.2880 -18.4262
C 35.8561 -5.3736 -24.4791
C 35.6954 -2.5167 -32.8853
C 25.8849 -9.6210 -28.1998
C 27.0985 1.0726 -23.1923
C 23.5787 -1.1344 -31.7861
C 20.4247 -11.7643 -40.7517
C 22.8522 -0.4546 -32.7488
C 33.5688 -12.1560 -26.3284
C 17.8641 -4.1217 -28.0174
C 17.3919 -2.8299 -27.9681
C 21.4001 -8.4376 -19.5317
C 34.6622 -5.2850 -25.2236
C 20.9377 -8.8478 -20.7630
C 34.4482 -0.5255 -31.3902
C 23.3291 0.8350 -30.3696
C 20.5056 -11.0060 -19.7956
C 36.3887 -1.3169 -32.5271
C 27.8023 -8.5180 -29.6488
C 31.9708 -9.4389 -37.3058
C 20.9958 -10.5820 -18.5536
C 26.2892 -0.2071 -23.1384
C 21.3759 -11.6859 -38.5366
C 15.1598 -3.7788 -28.1917
C 22.2766 0.7824 -32.4951
C 33.4126 -5.6658 -24.6790
C 33.3698 -6.1734 -23.3498
C 33.7639 -1.7143 -31.7218
H 21.8858 -12.1669 -37.7149
H 33.8034 -3.6304 -32.6926
H 26.3400 1.8181 -22.9537
H 27.8338 -12.8469 -17.5446
H 20.9939 -11.3606 -17.8051
H 19.5133 -9.9132 -41.3748
H 31.5070 -8.5734 -36.8326
H 33.5988 -9.6868 -40.1793
H 24.5334 -0.8906 -29.8752
H 27.8172 -11.6253 -16.3120
H 27.9224 -1.4115 -22.2640
H 15.5618 -1.6604 -28.0480
H 20.3820 -12.2612 -41.7097
H 20.9365 -8.2739 -21.6779
H 22.1334 2.4155 -31.1062
H 25.2285 -9.8116 -29.0489
H 32.2883 -10.2264 -36.6224
H 24.0443 -2.1081 -31.8243
H 18.0993 -2.0138 -27.9764
H 27.6172 -1.5790 -23.9537
H 26.2303 -12.0823 -16.9567
H 26.5403 -10.4426 -27.9108
H 14.9239 -5.9292 -28.2608
H 21.6275 -13.3078 -39.9452
H 28.2692 -12.0739 -20.0523
H 27.8104 1.0879 -22.3670
H 32.4866 -5.5478 -25.2221
H 20.1016 -12.0009 -19.9109
H 28.3332 -9.4699 -29.6564
H 36.6444 -5.9532 -22.5308
H 17.4497 -6.2134 -27.9949
H 37.3740 -1.0987 -32.9119
H 27.5011 -8.4073 -30.6905
H 31.2198 -9.8767 -37.9634
H 25.2764 -9.4928 -27.3045
H 33.4204 -10.9733 -38.8771
H 19.9781 -8.7144 -39.2800
H 34.5138 -6.6796 -21.6113
H 36.3232 0.5726 -31.6997
H 27.5984 1.2554 -24.1435
H 27.1986 -10.6936 -20.3654
H 18.9211 -4.3422 -27.9941
H 34.7040 -4.8634 -26.2171
H 32.4788 -6.4237 -22.7930
H 33.1796 -12.8824 -29.5808
H 34.1501 -11.6054 -25.6036
H 26.5656 -2.3786 -22.7693
H 36.1295 -3.2417 -33.5579
H 26.5311 -12.2307 -19.7517
H 31.5680 -14.6053 -28.5845
H 34.8236 -9.8714 -39.0252
H 33.9710 0.3335 -30.9422
H 31.3873 -14.6597 -26.1023
H 20.0515 -10.4529 -21.8278
H 22.6705 -0.9183 -33.7072
H 28.6532 -7.8428 -29.5586
H 32.8814 -13.2994 -24.6946
H 21.7908 -7.4331 -19.4624
H 23.6802 1.3822 -29.5073
```

Entry 2:
C3H6N3P as an isolated structure. Source: OMol25; level of theory: ωB97M-V with the def2-TZVPD basis set.

The value obtained for the HOMO energy is -9.059 eV. Its calculated total energy is -623.5251 a.u. For the molar mass, the calculation gives 115.1 Da. The gap between HOMO and LUMO is 9.876 eV. For the energy above the lowest of the compared OMol25 structures with the same formula, charge and spin, the calculation gives 8.7 kcal/mol.

Geometry as XYZ:
```
13
C3H6N3P, DFT ωB97M-V with the def2-TZVPD basis set
P 2.5945 0.9194 -0.7590
N 0.3988 -0.0998 -0.7441
N 1.4432 0.0560 -1.5857
N 1.6962 1.0807 0.6475
C -0.7394 -0.8777 -1.1438
C 0.5554 0.4888 0.4870
C -0.5020 0.4943 1.5232
H -1.5578 0.4078 1.0604
H -0.5866 -1.5399 -2.0760
H -1.6133 -0.3022 -1.3727
H -0.9588 -1.6008 -0.3456
H -0.2774 -0.3409 2.1539
H -0.4528 1.3143 2.1549
```

Entry 3:
A 7-piece molecular cluster, C30H61BN7O11S overall. Source: OMol25; level of theory: ωB97M-V with the def2-TZVPD basis set.

The value obtained for the HOMO energy is -10.872 eV. Its calculated total energy is -2813.6236 a.u. For the molar mass, the calculation gives 738.7 Da. The gap between HOMO and LUMO is 7.365 eV. The charge is +1. For the energy above the lowest of the compared OMol25 structures with the same formula, charge and spin, the calculation gives 0.0 kcal/mol.

Geometry as XYZ:
```
111
C30H61BN7O11S, DFT ωB97M-V with the def2-TZVPD basis set
S 1.3061 1.2907 1.9116
O 3.9529 0.5591 3.9534
O -0.1900 -1.1969 0.1504
O 0.3999 0.1552 -1.7275
O 2.9054 -1.7618 -1.7720
O -0.3763 2.4402 5.3151
O 4.8265 2.1909 2.6883
O -1.7267 0.8121 -3.2078
O -6.8821 -1.7000 -2.3500
O 2.2632 -2.8060 3.4852
O -1.9874 -4.0630 -0.3316
O -4.5883 4.6181 -6.9786
N -3.3780 2.0689 -4.0488
N 3.1972 -1.0761 -0.6113
N 0.2106 4.4362 6.1630
N -2.7835 -2.4746 -1.6974
N 2.2828 -2.7080 5.7238
N -6.4986 -2.4653 -0.2755
N -3.5880 4.1241 -8.9266
C -2.3886 2.7103 -1.9079
C 0.3350 -2.3237 0.8705
C 9.2625 -2.5779 1.0900
C 3.8588 0.2573 1.6117
C -3.1304 4.3668 -10.2817
C -4.2623 4.9654 -8.1054
C 1.9575 2.9109 5.3506
C 4.4737 -1.1392 -0.1920
C 8.7249 -1.1364 1.0144
C 6.2653 -0.6038 1.5154
C 4.1876 1.0117 2.8795
C 1.1257 5.4855 6.5674
C -3.4162 -1.9168 -2.8899
C -4.5965 6.3388 -8.6370
C 2.5544 0.3019 1.1341
C -8.5061 -1.1177 -0.6932
C -2.9081 -4.8108 -2.4127
C -6.7649 -2.6631 1.1360
C -7.2385 -1.7770 -1.1850
C 1.8243 -3.2116 4.5562
C -2.4705 1.7912 -3.1028
C -4.3329 3.1692 -4.0978
C 6.2261 -1.6027 2.6995
C 4.8600 -0.4902 0.9574
C 7.2911 -1.0125 0.4577
C 1.8831 -3.0608 7.0739
C 0.5046 3.2348 5.6085
C 0.7573 -4.2782 4.6229
C -2.5191 -3.7647 -1.3962
C 2.2065 -0.4027 -0.0159
B 0.6975 -0.4795 -0.5854
H -2.3907 -4.6463 -3.3581
H -3.5824 3.6571 -10.9756
H -5.6644 -2.8802 -0.6614
H 5.1349 -1.7253 -0.8090
H -3.3987 3.2228 -8.5180
H 10.0412 -2.7512 0.3505
H -0.7764 4.5862 6.3026
H 0.5024 -4.5689 3.6086
H -1.6071 2.3441 -1.2485
H 7.1593 -2.1519 2.7767
H 6.0088 -1.1039 3.6390
H -3.9815 -4.7908 -2.6036
H 0.9566 0.4226 2.8686
H 1.2226 -2.7376 0.3870
H -4.3190 -1.3766 -2.6033
H 8.4745 -3.3120 0.9293
H 2.5495 2.9128 6.2659
H 2.3993 3.6204 4.6491
H 2.7343 -3.4368 7.6421
H -4.2274 3.7909 -3.2153
H 6.9958 -1.9737 0.0285
H -9.2008 -1.8553 -0.2908
H -3.3812 1.4149 -4.8165
H 8.7143 -0.7364 2.0292
H -3.6975 -2.7083 -3.5761
H 5.4381 -2.3434 2.5490
H -0.5183 -0.0586 -2.0043
H 1.0356 5.6893 7.6350
H 1.9895 1.9175 4.9169
H 1.1142 -5.1547 5.1639
H 1.4774 -2.1929 7.5945
H -7.6878 -2.1662 1.4143
H -4.1762 3.7727 -4.9905
H -3.3345 2.7305 -1.3665
H 9.3941 -0.5233 0.4182
H -2.4890 -1.8300 -0.9775
H 9.7063 -2.7811 2.0636
H 7.2830 -0.2753 -0.3483
H 2.6159 -2.6478 -1.4993
H -5.9570 -2.2541 1.7447
H -3.4025 5.3691 -10.5932
H -6.8637 -3.7245 1.3675
H 1.1212 -3.8317 7.0486
H -2.1457 3.7267 -2.2170
H -8.9707 -0.6162 -1.5358
H -5.1327 6.8770 -7.8625
H -2.7251 -1.2253 -3.3737
H -3.6916 6.8901 -8.8938
H 0.9214 6.4094 6.0245
H -8.2905 -0.3845 0.0847
H 6.5110 0.3947 1.8799
H -5.3481 2.7730 -4.1271
H -0.1379 -3.9049 5.1209
H -5.2258 6.2721 -9.5247
H 0.5944 -2.0427 1.8902
H 4.3913 2.7197 2.0058
H 2.9882 -1.9963 5.6095
H 2.1486 5.1875 6.3628
H -2.6337 -5.7844 -2.0194
H -0.4275 -3.0956 0.8800
H -2.0461 4.2690 -10.3476
```

| no. | LUMO level (Ha) |
| --- | --- |
| 1 | -0.0232 |
| 2 | 0.0300 |
| 3 | -0.1289 |